C40H30Cl5FeGeN3O5S2 | the ωB97M-V functional and the def2-TZVPD basis

```
87
Properties=species:S:1:pos:R:3:lowdin_spin:R:1
Fe -1.3924 0.9251 0.8857 4.2973
Cl -7.9655 3.4421 -1.3764 0.0013
C -6.5668 3.0625 -0.4629 0.0035
C -5.3735 2.7540 -1.1136 -0.0001
Cl -5.3110 2.7628 -2.8230 0.0008
C -4.2526 2.4129 -0.3834 0.0057
Cl -2.7516 1.9810 -1.1363 0.0387
C -4.2644 2.3275 1.0393 0.0074
O -3.2559 1.9476 1.6978 0.0963
C -5.4919 2.7028 1.6601 0.0072
Cl -5.5347 2.6725 3.3782 0.0013
C -6.6120 3.0488 0.9300 -0.0001
Cl -8.0755 3.4402 1.7248 0.0000
C 5.4131 2.5133 5.1581 0.0001
C 4.2662 1.6852 4.6588 0.0005
C 3.7622 0.6342 5.4161 0.0002
C 2.6847 -0.1020 4.9545 0.0009
C 2.1206 0.2073 3.7344 0.0029
C 2.6192 1.2314 2.9524 0.0009
C 3.6990 1.9621 3.4172 0.0000
S 0.6362 -0.6675 3.2312 0.0098
O 0.1581 -1.3743 4.3961 0.0096
O 0.9163 -1.4419 2.0539 0.0022
N -0.3517 0.5285 2.7738 0.1076
C -0.4799 1.6762 3.4526 0.0086
C -0.2509 1.8353 4.8342 0.0060
C -0.4311 3.0808 5.3888 -0.0004
C -0.8078 4.1501 4.5801 0.0062
C -1.0274 3.8995 3.2354 0.0039
N -0.8694 2.7128 2.6887 0.0451
H 5.5664 2.3671 6.2242 0.0000
H 5.2309 3.5705 4.9759 0.0000
H 6.3267 2.2354 4.6324 0.0000
H 4.2032 0.4008 6.3754 0.0000
H 2.2559 -0.9100 5.5254 0.0001
H 2.1496 1.4569 2.0064 0.0001
H 4.0984 2.7690 2.8164 0.0000
H 0.0126 0.9734 5.4247 0.0003
H -0.2996 3.2249 6.4526 0.0000
H -0.9376 5.1412 4.9897 0.0006
H -1.3351 4.6907 2.5628 0.0005
S -4.1270 -2.8877 0.0574 0.0769
C -3.1644 -1.7005 0.4897 0.0353
N -2.4470 -0.8320 0.8137 0.0834
O 0.8438 1.7189 0.3337 0.0628
C 1.0076 0.7555 -0.4389 0.0065
O 0.0250 0.0915 -0.8675 0.0609
C 2.3964 0.3440 -0.8704 0.0037
C 2.3925 -0.1037 -2.3172 0.0016
Ge 0.8802 -1.3787 -2.6646 0.0012
C 1.5228 -2.2573 -4.3864 0.0006
C 1.5325 -3.6353 -4.5428 0.0000
C 1.9245 -4.2225 -5.7332 0.0000
C 2.3089 -3.4328 -6.8018 0.0000
C 2.3024 -2.0549 -6.6671 0.0000
C 1.9021 -1.4794 -5.4737 0.0000
C 0.8994 -2.8289 -1.3174 0.0001
C 2.0618 -3.5746 -1.1717 0.0000
C 2.1349 -4.5868 -0.2332 0.0000
C 1.0509 -4.8519 0.5870 0.0000
C -0.1034 -4.0995 0.4604 0.0000
C -0.1799 -3.1013 -0.4946 0.0000
C -0.8383 -0.7071 -3.3922 0.0006
C -1.8792 -1.5998 -3.5999 0.0001
C -3.0553 -1.1804 -4.1937 0.0001
C -3.1991 0.1374 -4.5927 0.0001
C -2.1649 1.0343 -4.3914 0.0002
C -0.9954 0.6112 -3.7877 0.0001
H 2.6504 -0.4894 -0.2083 0.0001
H 3.1003 1.1602 -0.6938 0.0004
H 3.3250 -0.6170 -2.5625 0.0002
H 2.3092 0.7617 -2.9766 0.0000
H 1.2277 -4.2547 -3.7102 0.0000
H 1.9341 -5.3007 -5.8227 0.0000
H 2.6122 -3.8901 -7.7344 0.0000
H 2.6146 -1.4332 -7.4958 0.0000
H 1.8782 -0.4001 -5.3872 0.0000
H 2.9134 -3.3653 -1.8105 0.0000
H 3.0408 -5.1713 -0.1437 0.0000
H 1.1079 -5.6481 1.3180 0.0000
H -0.9467 -4.2858 1.1079 0.0000
H -1.0745 -2.5087 -0.5988 -0.0002
H -1.7581 -2.6332 -3.2991 0.0000
H -3.8626 -1.8824 -4.3465 0.0000
H -4.1167 0.4687 -5.0558 0.0000
H -2.2771 2.0660 -4.6944 0.0000
H -0.1909 1.3149 -3.6218 0.0000
```

For the max |F|, the calculation gives 0.044 hartree/bohr. As for the spin multiplicity: 6. For the molecular weight, the calculation gives 1002.6 g/mol. Its LUMO energy (alpha / beta) is 2.25 / -0.06 eV. As for the total charge: -1. For the highest occupied orbital energy (alpha / beta), the calculation gives -5.837 / -5.734 eV. For the total energy, the calculation gives -231864.4517 eV.